Record 1
The following is a DFT calculation (ωB97M-V/def2-TZVPD) of the ion C5H11NP with charge +1 in a non-equilibrium geometry.

Structure (XYZ):
```
18
Properties=species:S:1:pos:R:3:forces:R:3:lowdin_charge:R:1
C -0.1370 -1.8124 -0.2356 -1.43 -1.09 -1.60 -0.09
C -0.2093 -0.1880 1.5089 -2.91 2.39 0.81 -0.03
C -1.1257 -1.0748 0.6031 6.02 2.71 0.91 -0.16
C -0.8033 -0.6042 -0.7675 -1.04 1.90 -2.00 -0.17
C 0.0809 0.8385 -0.6962 -0.94 -4.89 -0.20 -0.43
N -0.1203 1.1257 0.7309 1.25 2.38 -0.21 0.00
P 1.9245 0.6255 -1.0073 0.28 -0.86 0.08 0.90
H 0.9262 -1.7545 -0.1802 0.47 -0.27 0.92 0.08
H -0.5425 -2.6804 -0.7018 0.25 -0.80 -0.23 0.11
H -0.6955 0.1374 2.4890 1.03 -0.92 -1.04 0.17
H 0.8072 -0.3987 1.5437 1.54 -1.40 0.78 0.09
H -1.9859 -1.2862 1.0751 -3.06 -1.45 0.80 0.11
H -1.6456 -0.7997 -1.5355 1.81 0.91 1.04 0.18
H -0.2412 1.5077 -1.4169 -1.33 1.71 -0.65 0.08
H -0.9044 1.6847 0.9429 -2.16 0.35 -0.33 0.16
H 0.5690 1.8795 0.9597 0.39 -1.36 0.66 0.18
H 2.1528 1.9750 -0.9155 0.25 1.09 0.52 -0.11
H 1.9501 0.8247 -2.3970 -0.42 -0.40 -0.25 -0.07
```
Positions in Å, forces in eV/Å.

Output
HOMO-LUMO gap, Eh: 0.3922
Total charge: +1
SMILES string: P[C@@H]1[NH2+]C[C@@H]2C[C@@H]21
Relative energy (zero: lowest compared OMol25 entry of this formula, charge and spin), kcal/mol: 42.5

=====

Record 2
The following is a DFT calculation (ωB97M-V/def2-TZVPD) of a structure of composition C32H35BrN8Ru in a non-equilibrium geometry.

Structure (XYZ):
```
77
Properties=species:S:1:pos:R:3:forces:R:3:lowdin_charge:R:1
Ru 0.7079 0.0061 0.3089 -1.88 -0.26 -0.83 1.05
C -0.1612 1.9432 3.3168 0.02 -0.24 0.19 -0.08
N -0.0021 2.1259 1.8843 1.15 -1.27 -0.55 -0.22
C 1.1035 3.0657 1.6650 0.16 0.46 0.05 -0.09
C -1.1568 2.4984 1.1763 -0.94 0.52 -1.01 -0.24
C -2.3531 2.8510 1.7865 0.40 0.13 -0.07 -0.05
C -3.3543 3.4809 1.0653 -0.31 0.18 -0.35 -0.10
C -3.1229 3.8534 -0.2561 -0.31 -0.01 0.63 -0.09
C -2.0009 3.4062 -0.9127 0.57 -0.37 0.11 -0.04
C -1.0767 2.5571 -0.2606 -1.17 0.39 0.82 -0.27
N -0.1533 1.7897 -0.8701 1.45 -1.08 1.07 -0.03
C -0.0821 1.5755 -2.2229 0.21 -0.40 -0.77 -0.25
C -1.1594 1.6474 -3.1280 0.18 -0.16 0.43 -0.06
C -0.9584 1.4923 -4.4842 0.28 -0.05 -0.39 -0.08
C 0.3101 1.2374 -4.9816 -0.33 -0.07 -0.04 -0.08
C 1.3557 1.0118 -4.1016 0.05 0.16 0.23 -0.02
C 1.1718 1.1453 -2.7371 -0.95 0.23 -0.24 -0.21
N 2.2080 0.8953 -1.7867 -0.22 -0.52 1.20 -0.22
C 2.9247 2.1255 -1.4518 0.14 0.39 0.12 -0.07
C 3.1587 -0.1303 -2.2002 0.15 -0.20 0.03 -0.09
H -0.3245 2.9037 3.8195 -0.05 0.00 -0.05 0.11
H -0.9860 1.2746 3.5424 -0.02 0.07 0.00 0.07
H 0.7512 1.4999 3.7115 0.04 0.00 0.01 0.08
H 0.9207 3.9908 2.2267 -0.05 -0.01 -0.07 0.10
H 2.0354 2.6295 2.0211 -0.04 -0.04 -0.04 0.04
H 1.1886 3.3134 0.6117 0.03 -0.10 0.01 0.07
H -2.4959 2.6887 2.8420 0.05 0.05 0.17 0.10
H -4.2776 3.7450 1.5538 -0.11 0.10 0.07 0.10
H -3.8313 4.4823 -0.7713 -0.11 0.05 -0.08 0.11
H -1.8195 3.6919 -1.9378 -0.08 -0.07 -0.02 0.11
H -2.1660 1.8028 -2.7662 0.05 0.17 0.04 0.10
H -1.7971 1.5756 -5.1594 -0.06 0.04 -0.06 0.11
H 0.4841 1.1834 -6.0426 -0.01 -0.10 -0.17 0.10
H 2.3231 0.7530 -4.4981 0.17 -0.08 -0.02 0.11
H 3.5724 2.4376 -2.2796 -0.05 -0.09 -0.06 0.10
H 2.2201 2.9321 -1.2617 -0.04 -0.11 0.07 0.08
H 3.5460 1.9628 -0.5736 -0.01 -0.04 0.09 0.07
H 3.8085 0.2084 -3.0167 -0.08 0.03 0.05 0.10
H 3.7930 -0.3747 -1.3489 -0.02 0.01 -0.01 0.07
H 2.6229 -1.0240 -2.5151 0.06 0.07 -0.03 0.09
C -1.6128 -2.2178 -1.0275 -0.04 -0.09 -0.06 -0.11
N -1.6467 -0.7787 -0.7944 0.41 0.18 -0.02 -0.07
C -2.7219 -0.3984 0.1077 -0.20 0.11 0.00 -0.12
C -2.2908 -0.7041 1.5050 -0.35 0.17 -0.15 -0.31
N -1.0387 -0.8289 1.8619 0.99 0.60 -1.23 0.12
C -1.0478 -1.1255 3.2082 -0.32 -0.23 0.69 -0.25
C 0.0026 -1.3489 4.0933 -0.10 -0.02 -0.07 -0.03
C -0.3240 -1.5644 5.4157 0.14 -0.02 -0.04 -0.07
C -1.6505 -1.5834 5.8561 -0.14 0.01 -0.03 -0.07
C -2.7053 -1.3926 4.9860 -0.05 -0.03 0.04 -0.01
C -2.3861 -1.1597 3.6577 0.90 0.00 0.07 -0.19
N -3.1496 -0.8939 2.5411 0.19 -0.02 -0.33 0.19
C -0.2204 -2.6796 -1.2902 -0.42 -0.09 -0.23 -0.29
N 0.8242 -2.2355 -0.6379 0.01 1.67 0.56 0.11
C 1.8941 -2.9969 -1.0615 0.34 -0.71 -0.40 -0.24
C 3.2286 -3.0005 -0.6677 -0.04 -0.04 -0.03 -0.04
C 4.0773 -3.8870 -1.2961 0.02 0.10 0.11 -0.06
C 3.6248 -4.7638 -2.2848 -0.13 -0.07 -0.08 -0.07
C 2.2991 -4.8004 -2.6635 0.02 -0.09 -0.15 -0.01
C 1.4425 -3.9134 -2.0339 0.57 0.39 0.47 -0.18
N 0.0920 -3.6768 -2.1577 -0.17 0.23 0.36 0.19
H -1.9466 -2.7168 -0.1087 0.01 0.00 -0.17 0.14
H -2.2823 -2.5237 -1.8438 0.06 0.00 0.13 0.14
H -1.7271 -0.2836 -1.6792 0.11 0.07 0.12 0.10
H -2.9198 0.6734 0.0122 0.04 -0.02 0.00 0.12
H -3.6586 -0.9346 -0.1108 0.07 0.10 0.02 0.14
H 1.0258 -1.3425 3.7475 0.07 0.05 -0.01 0.07
H 0.4629 -1.7230 6.1355 0.10 -0.04 0.07 0.11
H -1.8525 -1.7544 6.9021 -0.04 -0.03 0.08 0.11
H -3.7282 -1.4278 5.3234 -0.14 0.02 0.08 0.11
H -4.1550 -0.8371 2.5139 0.07 0.02 -0.14 0.18
H 3.5754 -2.3328 0.1023 0.05 0.12 0.11 0.05
H 5.1200 -3.9105 -1.0207 0.09 0.01 0.06 0.11
H 4.3261 -5.4344 -2.7542 0.07 -0.09 -0.06 0.11
H 1.9488 -5.4821 -3.4227 -0.03 -0.10 -0.06 0.12
H -0.5437 -4.1961 -2.7410 -0.08 0.12 0.07 0.18
Br 2.7376 -0.0807 1.6570 -0.42 -0.08 -0.30 0.14
```
Positions in Å, forces in eV/Å.

Output
HOMO-LUMO gap (spin up / spin down), Eh: 0.1837 / 0.1994
Expectation value of S²: 0.77
Total charge: +1
Relative energy (zero: lowest compared OMol25 entry of this formula, charge and spin), kcal/mol: 51.5
Spin multiplicity: 2